The following is a DFT calculation (ωB97M-V/def2-TZVPD) of a molecular structure, C32H28F6N5O3RhS.

Output
Net charge: 0
2S+1: 1
E_LUMO in eV: -1.87

Positions of all 76 atoms, in Å:
H 5.846 -3.179 -3.762
C 1.037 2.317 7.445
C -1.545 1.123 -2.322
C 0.885 -2.215 0.928
C -0.650 -0.776 -4.102
H -1.920 1.976 -1.710
C 0.296 -0.099 -3.311
H 2.198 0.204 -2.759
H -3.507 0.741 -3.113
H 1.110 2.031 8.485
O -3.101 0.567 1.128
C 1.850 -2.372 1.914
H -1.102 2.459 7.496
C 1.136 -0.331 2.972
H 3.862 -3.209 -2.180
C 3.735 -2.626 -6.191
C 0.783 1.548 -1.444
C -2.458 0.493 -3.146
H -2.281 3.479 5.784
H 5.662 -4.084 -5.266
F -4.009 -2.144 0.880
C -4.256 -1.173 0.001
H 0.758 3.400 3.750
H 4.736 -4.537 -3.838
O 0.257 2.068 -0.381
Rh -1.511 1.361 0.220
H 2.712 -1.566 3.706
C 2.181 2.446 6.673
C 2.019 -1.031 -5.692
C 4.026 -2.765 -4.840
C -1.615 2.746 2.832
O 1.983 1.596 -1.677
C 0.042 -1.120 0.959
H 4.307 -3.189 -6.916
C -0.172 0.853 -2.377
C 5.128 -3.691 -4.404
H 2.510 -3.228 1.888
C 2.733 -1.768 -6.617
C 3.582 -2.186 -2.425
H 4.407 -1.539 -2.115
F -3.246 -1.196 -0.892
H 2.714 -1.913 -1.826
H -2.693 -1.006 -4.656
C 0.181 -0.175 1.972
C 2.064 2.835 5.344
N -0.821 1.639 2.978
F -5.442 1.434 2.357
H -0.747 -1.026 0.215
H -4.388 1.130 -1.308
C 2.293 -1.167 -4.334
C -0.323 2.911 5.551
N -0.675 0.951 1.940
H -4.765 2.232 0.031
S -2.074 3.342 1.251
C -0.210 2.555 6.891
H 3.155 2.260 7.104
F -6.490 -0.277 1.563
C -1.992 -0.477 -4.024
F -5.368 -1.509 -0.669
H 2.527 -1.654 -7.672
C -5.271 0.197 1.876
F -4.799 -0.549 2.874
C 0.824 3.068 4.777
H 1.227 0.418 3.746
H 0.775 -2.954 0.147
H -5.973 1.056 -0.535
H -0.311 -1.542 -4.783
H 1.268 -0.324 -6.016
N -2.079 3.392 3.856
N -1.614 3.195 5.081
N 1.629 -0.377 -3.375
H 2.950 2.965 4.737
C 3.293 -2.040 -3.894
C 1.965 -1.436 2.935
C -4.912 1.227 -0.362
C -4.332 0.235 0.647

The molecule's Löwdin atomic charges, reported in e, are given here:
1 H 0.084
2 C -0.085
3 C -0.107
4 C -0.060
5 C -0.004
6 H 0.103
7 C -0.172
8 H 0.111
9 H 0.097
10 H 0.104
11 O -0.283
12 C -0.062
13 H 0.112
14 C 0.010
15 H 0.072
16 C -0.055
17 C -0.565
18 C -0.101
19 H 0.147
20 H 0.074
21 F 0.170
22 C -0.562
23 H 0.112
24 H 0.083
25 O -0.179
26 Rh 0.932
27 H 0.110
28 C -0.094
29 C -0.037
30 C -0.232
31 C -0.751
32 O 0.063
33 C -0.012
34 H 0.106
35 C -0.073
36 C -0.051
37 H 0.108
38 C -0.078
39 C -0.028
40 H 0.097
41 F 0.125
42 H 0.065
43 H 0.112
44 C -0.211
45 C -0.086
46 N 0.115
47 F 0.156
48 H 0.100
49 H 0.057
50 C -0.194
51 C -0.242
52 N -0.078
53 H 0.082
54 S 0.764
55 C -0.030
56 H 0.101
57 F 0.151
58 C -0.061
59 F 0.155
60 H 0.103
61 C -0.576
62 F 0.167
63 C -0.050
64 H 0.103
65 H 0.112
66 H 0.101
67 H 0.109
68 H 0.115
69 N 0.061
70 N 0.019
71 N 0.100
72 H 0.108
73 C -0.159
74 C -0.057
75 C 0.019
76 C -0.456

***

The following is a DFT calculation (ωB97M-V/def2-TZVPD) of a molecular structure, C32H28I2N4O4S4Zr.

Output
Net charge: 0
2S+1: 1
E_LUMO in eV: -1.33

Positions of all 75 atoms, in Å:
H 3.891 -1.907 -1.350
C -1.926 3.007 1.510
C -1.753 -0.359 -3.587
C 3.057 -2.268 -1.935
C 5.131 -1.552 1.677
C -1.942 -1.371 -4.512
C 6.253 -2.029 3.752
N 3.012 -0.016 -0.543
H -2.576 -3.114 -0.734
C 7.076 -0.930 3.551
O -4.070 -4.495 -4.888
C 0.006 3.250 -1.656
C -3.027 -2.230 -4.405
O -1.925 -3.935 -5.934
H 2.406 2.547 -4.567
H 1.893 4.913 -3.912
H -1.225 -1.541 -5.306
H -4.482 -0.891 -1.652
C 1.439 4.084 -3.386
H -2.523 5.023 2.150
H 2.980 -3.350 -1.861
O -0.773 -1.367 -0.134
H 7.837 -0.683 4.279
C -3.778 -1.019 -2.468
S 1.665 1.940 0.789
C 5.949 -0.443 1.471
C -0.852 3.434 -0.476
H -1.590 -1.861 3.936
N -2.384 0.728 -1.476
C 0.542 -2.380 -1.857
C 5.760 0.453 0.278
H 1.480 -3.376 -3.526
C 1.142 1.758 -3.048
H 4.367 -1.790 0.951
C 1.731 2.773 -3.756
C 1.759 -1.639 -1.508
C 0.580 4.323 -2.337
C -1.693 -3.179 -1.356
Zr -0.263 0.530 -0.376
C -2.042 4.366 1.443
N 1.731 -0.523 -0.826
H 6.368 -2.641 4.637
H -0.458 -4.770 -4.079
C -2.652 -0.220 -2.544
S -1.310 5.008 0.048
H 1.337 0.719 -3.285
H 3.255 -2.017 -2.981
H -0.908 0.312 -3.677
O -3.978 -2.852 -6.706
H -2.325 2.427 2.330
C 3.025 1.049 0.171
C -1.616 -4.071 -2.406
C 5.283 -2.339 2.809
I 0.260 -0.391 2.702
C -1.431 -1.653 2.885
H -4.821 -2.683 -3.353
H 0.362 5.335 -2.026
H 4.641 -3.199 2.954
H -2.460 -4.711 -2.633
C 0.591 -3.314 -2.914
C -3.972 -2.015 -3.412
N 0.293 1.978 -2.028
H -2.446 1.688 -1.808
H 5.416 -0.093 -0.597
S -3.285 -3.515 -5.624
H 6.688 0.965 0.026
H -1.243 -2.550 2.309
S 4.570 1.796 0.578
H -3.106 0.621 -0.768
C -1.239 2.435 0.402
C 6.922 -0.145 2.419
H 7.566 0.714 2.269
C -0.649 -2.292 -1.114
I -3.211 -0.764 2.159
C -0.479 -4.121 -3.215

The molecule's Löwdin atomic charges, reported in e, are given here:
1 H 0.050
2 C -0.218
3 C -0.033
4 C -0.008
5 C -0.045
6 C -0.034
7 C -0.090
8 N -0.075
9 H 0.120
10 C -0.081
11 O -0.358
12 C -0.314
13 C -0.264
14 O -0.361
15 H 0.116
16 H 0.120
17 H 0.124
18 H 0.114
19 C -0.022
20 H 0.071
21 H 0.094
22 O -0.418
23 H 0.103
24 C -0.035
25 S 0.521
26 C -0.294
27 C -0.596
28 H -0.039
29 N 0.004
30 C -0.125
31 C -0.416
32 H 0.111
33 C -0.122
34 H 0.091
35 C -0.029
36 C -0.230
37 C -0.013
38 C -0.007
39 Zr 1.450
40 C -0.396
41 N -0.096
42 H 0.101
43 H 0.110
44 C -0.307
45 S 1.059
46 H 0.114
47 H 0.104
48 H 0.085
49 O -0.330
50 H 0.063
51 C -1.081
52 C -0.033
53 C -0.079
54 I 0.926
55 C -1.117
56 H 0.122
57 H 0.098
58 H 0.103
59 H 0.122
60 C -0.024
61 C -0.043
62 N -0.062
63 H 0.105
64 H 0.066
65 S 0.399
66 H 0.077
67 H -0.031
68 S 0.909
69 H 0.064
70 C -0.392
71 C -0.051
72 H 0.113
73 C -0.319
74 I 0.809
75 C -0.052

***

The following is a DFT calculation (ωB97M-V/def2-TZVPD) of a molecular structure, C32H28MnN2O2Se.

Output
Net charge: -2
2S+1: 6
E_LUMO (spin up / spin down) in eV: 4.76 / 4.76

Positions of all 66 atoms, in Å:
H 0.400 3.324 3.041
C -3.841 -4.035 0.859
C -1.639 1.002 -3.432
H 4.072 -0.238 3.701
C -2.218 -3.407 3.019
H -1.608 6.849 1.644
C -2.140 1.139 -0.717
O -0.286 -2.010 0.252
C 0.317 1.048 -0.195
C -0.667 4.066 -0.064
H 1.276 1.743 1.521
C -2.955 1.039 -2.985
C -0.806 1.116 -1.148
C 0.626 -2.200 -4.127
H -3.779 0.996 -3.688
C -1.206 5.321 0.180
C -1.185 5.868 1.458
H 0.110 -3.004 -3.617
H 2.416 0.724 -5.874
C -2.628 -3.380 0.658
H 0.911 -1.040 4.752
C -1.811 -3.067 1.734
H -2.292 -3.088 -0.329
C -3.194 1.096 -1.615
N 1.425 -1.462 2.088
H -3.739 -4.316 4.231
O 3.292 -0.034 0.503
H 0.433 0.941 -2.888
C -3.428 -4.059 3.224
H -4.214 1.100 -1.243
C 2.417 -0.625 -4.210
Mn 1.435 -0.865 -0.036
H -2.335 1.175 0.349
C 3.450 -0.425 2.834
H 3.309 -0.198 -3.767
C -0.505 -2.345 1.457
H 5.657 0.695 0.583
C -0.601 5.142 2.486
H -4.471 -4.273 0.009
H -1.421 0.922 -4.491
C -0.095 3.307 0.964
H 2.648 -1.089 5.159
Se 2.500 -2.406 -1.926
H -0.564 5.553 3.489
H -5.188 -4.882 2.301
H 0.356 -0.230 -6.884
C 2.219 -1.127 3.053
N 0.258 -2.146 2.497
C -0.586 1.020 -2.528
C 1.910 -0.108 -5.394
H -1.640 5.880 -0.642
C -4.242 -4.376 2.142
C -0.060 3.887 2.235
H -0.678 3.665 -1.067
H 1.777 -2.547 4.609
C 0.523 1.967 0.761
H -1.567 -3.147 3.844
C 1.792 -1.688 -3.543
C 3.896 0.053 1.607
H 5.925 0.416 2.327
C 5.226 0.795 1.579
H 5.059 1.858 1.772
C 1.878 -1.467 4.485
C 0.118 -1.687 -5.313
H -0.796 -2.102 -5.725
C 0.756 -0.636 -5.962

The molecule's Löwdin atomic charges, reported in e, are given here:
1 H 0.105
2 C -0.105
3 C -0.106
4 H 0.069
5 C -0.047
6 H 0.080
7 C -0.057
8 O -0.157
9 C -0.132
10 C -0.036
11 H 0.077
12 C -0.135
13 C -0.277
14 C -0.150
15 H 0.077
16 C -0.109
17 C -0.140
18 H 0.088
19 H 0.086
20 C -0.027
21 H 0.065
22 C -0.133
23 H 0.112
24 C -0.115
25 N -0.022
26 H 0.084
27 O -0.159
28 H 0.099
29 C -0.116
30 H 0.086
31 C -0.167
32 Mn 0.635
33 H 0.114
34 C -0.067
35 H 0.087
36 C -0.497
37 H 0.069
38 C -0.123
39 H 0.088
40 H 0.083
41 C -0.209
42 H 0.052
43 Se 0.530
44 H 0.085
45 H 0.081
46 H 0.079
47 C -0.360
48 N 0.054
49 C -0.048
50 C -0.130
51 H 0.089
52 C -0.137
53 C -0.059
54 H 0.107
55 H 0.065
56 C -0.118
57 H 0.098
58 C -0.713
59 C -0.505
60 H 0.058
61 C -0.050
62 H 0.070
63 C -0.070
64 C -0.131
65 H 0.088
66 C -0.150

***

Short version: max |F| = 1.05, 0.76, 0.64 eV/Å, in the order given.